Entry from the OMol25 dataset: a structure of composition C31H37N3O2PbTe (the ωB97M-V functional and the def2-TZVPD basis).

The geometry in XYZ format:
```
75
Properties=species:S:1:pos:R:3:forces:R:3
Pb -0.0405 -0.6304 -1.1217 0.005 0.101 -0.369
Te -0.2405 -2.8412 0.4368 0.046 -0.202 0.254
O 3.4789 2.1905 0.4657 0.057 -0.060 -0.062
O -3.5159 2.3230 0.0061 -0.096 -0.105 0.048
N 2.3982 0.3480 -0.4261 -0.039 -0.006 0.088
N -2.4166 0.3561 -0.5173 0.170 0.103 0.215
N -0.0115 1.6940 -0.0524 0.005 -0.159 0.211
C 2.4686 1.5579 0.0912 -0.170 0.228 -0.036
C 4.2160 -0.1019 -2.7899 -0.099 0.046 0.103
C -1.1667 2.3294 0.1317 -0.225 -0.047 -0.094
C 2.9235 -0.5375 -3.4819 -0.011 0.022 0.055
C 5.0001 -1.8106 1.0768 0.003 -0.022 -0.038
C 3.5683 -0.4368 -0.2999 -0.107 0.174 -0.306
C -4.3703 -0.8962 -1.3283 -0.247 -0.056 -0.156
C 2.7387 -1.9541 3.0138 0.041 0.018 -0.018
C 3.0304 -0.7080 2.1760 -0.035 0.014 0.032
C 4.3551 1.4241 -2.8088 0.038 -0.054 0.004
C 4.4033 -0.7009 -1.4006 0.143 -0.083 -0.147
C -4.1452 -0.5662 -2.7987 0.074 0.022 0.075
C -2.4958 1.6273 -0.1650 0.185 0.219 -0.004
C -3.5786 -0.4101 -0.2780 0.116 0.080 -0.401
C -1.2179 3.6024 0.6855 -0.045 0.004 -0.091
C 1.1615 3.5587 0.8341 0.070 -0.033 -0.077
C -5.8046 -2.0370 0.2664 0.122 0.106 0.045
C -2.7286 -1.3433 3.2080 -0.088 -0.010 -0.006
C 1.1355 2.2886 0.2704 0.199 -0.027 -0.043
C -0.0342 4.2159 1.0495 -0.015 0.085 0.033
C -4.1319 0.9340 -3.1083 -0.030 -0.033 0.051
C -3.8148 0.9135 2.9406 -0.011 0.007 -0.042
C -2.9107 -1.2535 -3.3858 0.054 0.045 0.040
C -3.9134 -0.7376 1.0462 -0.050 -0.097 0.303
C 3.8770 -1.0003 0.9489 0.100 -0.146 0.282
C -5.0274 -1.5298 1.2973 -0.020 -0.058 -0.058
C -5.4599 -1.7177 -1.0351 0.020 0.087 -0.010
C -3.0922 -0.2331 2.2199 0.072 0.062 0.049
C 5.5050 -1.5410 -1.2332 -0.037 0.091 0.026
C 5.8177 -2.0975 -0.0053 -0.108 0.072 0.041
C 3.6932 0.3736 3.0414 0.019 0.011 0.003
H 2.0673 -0.3317 1.8240 0.040 -0.045 0.002
H -5.2813 -1.7695 2.3237 0.007 -0.009 0.012
H -5.0805 1.4000 -2.8329 0.024 -0.003 0.023
H 5.0479 -0.5015 -3.3781 0.013 -0.025 -0.079
H -2.1891 4.0550 0.8182 -0.009 -0.006 0.012
H 4.6348 -0.0057 3.4544 -0.003 -0.006 0.017
H 3.9065 1.2723 2.4599 -0.024 -0.100 0.041
H 4.2110 1.8018 -3.8271 0.021 -0.015 0.019
H 3.6458 -2.3344 3.4955 0.002 -0.011 0.007
H 2.1250 3.9746 1.0878 0.010 -0.005 0.020
H -3.1876 1.3152 3.7435 -0.012 -0.020 -0.012
H -4.0600 1.7205 2.2476 0.020 -0.054 0.022
H -4.7447 0.5475 3.3898 0.005 0.002 0.012
H -5.0196 -0.9814 -3.3093 -0.007 -0.060 -0.079
H -6.6633 -2.6661 0.4740 0.023 -0.001 0.003
H -1.9949 -0.7570 -3.0591 -0.093 0.000 -0.036
H 2.9430 -0.2482 -4.5380 0.012 -0.014 0.010
H -3.6130 -1.7114 3.7399 0.004 0.005 0.000
H 2.0247 -1.7054 3.8036 0.011 0.001 -0.009
H -2.0306 -0.9564 3.9559 -0.003 -0.010 -0.006
H 5.3440 1.7310 -2.4608 -0.021 -0.010 0.016
H 6.1380 -1.7437 -2.0920 -0.003 -0.003 -0.002
H -2.9372 -1.2053 -4.4797 0.009 -0.020 0.013
H -2.1500 0.1509 1.8202 -0.075 -0.071 0.014
H 5.2353 -2.2344 2.0459 -0.010 -0.016 0.021
H -0.0448 5.1984 1.5083 0.001 0.019 -0.018
H 6.6831 -2.7416 0.1072 -0.019 0.005 0.002
H -2.8453 -2.2978 -3.0754 -0.023 0.002 -0.020
H 3.0403 0.6398 3.8791 0.014 -0.017 -0.001
H 2.2930 -2.7399 2.4037 0.000 0.025 -0.007
H 3.6216 1.8940 -2.1589 -0.043 0.014 0.021
H 2.7824 -1.6188 -3.4191 0.009 0.016 -0.003
H 2.0577 -0.0627 -3.0216 0.028 0.000 -0.006
H -2.2483 -2.1755 2.6918 0.012 0.041 0.016
H -6.0590 -2.0973 -1.8576 -0.002 0.004 -0.002
H -3.9619 1.0923 -4.1788 -0.029 -0.015 0.013
H -3.3442 1.4400 -2.5554 0.006 -0.001 -0.032
```
Positions in Å, forces in eV/Å.

Summary:
- electronic energy (eV) = -53858.1626
- LUMO level (eV) = 4.7
- total charge = -2
- HOMO level (eV) = -0.82
- Kohn-Sham gap (eV) = 5.49
- 2S+1 = 1

Entry from the OMol25 dataset: a cluster of 11 separate species, C44H69N9O4S2 in total (the ωB97M-V functional and the def2-TZVPD basis).

The geometry in XYZ format:
```
128
Properties=species:S:1:pos:R:3:forces:R:3
S 0.5688 -3.2709 4.0017 -3.323 1.091 -1.606
S 1.9072 6.2329 0.4036 0.820 -0.473 -0.671
O 2.9089 7.2351 0.7440 -0.924 -0.435 -0.006
O 1.5269 -2.5715 4.8104 0.492 -0.579 0.301
O 0.8040 -3.4117 2.5605 0.168 -0.405 1.265
O 0.5691 6.2563 1.0077 1.446 -0.044 -0.751
N -3.5133 0.1283 -7.2813 3.581 -2.275 3.751
N -1.3333 -6.1773 -1.3887 -0.189 1.746 1.131
N -6.5817 1.6386 -0.0384 -0.058 0.713 0.075
N 4.1026 -0.1093 2.6672 -1.405 -1.745 0.140
N 4.3582 1.9750 -3.3202 -0.111 -0.183 -0.025
N -1.0163 1.3192 0.2327 0.867 -0.499 -0.600
N 2.7252 3.5059 4.8220 -0.998 -0.097 -0.483
N 3.2925 -5.1490 1.0965 0.931 -0.113 -0.510
N -3.2759 2.2368 -1.9603 -3.259 2.567 0.359
C -2.1907 -3.4851 4.0048 1.215 1.191 -0.913
C 2.6181 4.5226 5.6816 -1.239 3.272 1.100
C -5.0080 5.2191 -2.6483 -0.814 0.160 1.333
C -1.6629 -4.8177 4.5645 -0.267 -0.196 0.098
C 4.5363 -3.8463 -0.2131 -2.183 3.184 -0.785
C -4.2041 2.9735 -1.8947 2.576 -1.965 -0.150
C 5.2250 1.2871 1.4456 1.070 1.142 0.839
C 2.1432 -0.4070 -2.2580 -0.221 -0.044 -1.014
C -2.5405 -5.7023 -1.0131 -3.575 -1.880 -0.115
C -0.3005 1.6096 1.3601 -0.321 -1.553 0.051
C 5.3757 -4.8060 0.1951 -0.503 -4.552 2.786
C 4.5544 -5.7038 0.9987 1.197 1.518 -1.010
C 3.3642 4.3644 -0.8629 1.470 -0.712 -0.028
C 2.0416 0.7500 -3.2443 0.702 -0.108 -0.258
C -5.3467 3.9374 -1.8668 0.614 0.131 -0.267
C -1.4004 -2.7694 -4.0304 -0.180 0.567 -0.599
C -2.7238 -0.3278 -6.4997 -3.091 2.891 -4.160
C -6.0966 -0.9056 -0.1873 0.754 -0.836 0.338
C -2.4456 -1.9058 -4.7755 0.250 -0.852 1.037
C -2.5075 -4.6192 -0.1664 -0.700 -0.495 -0.728
C 3.6833 -0.3149 1.3529 0.083 -0.509 1.244
C 2.4630 4.8369 -1.9667 -1.352 0.393 -0.013
C -3.8356 -1.0356 1.1957 -0.440 0.229 -0.269
C -5.0686 5.0853 -4.1106 1.044 -0.188 -1.565
C 1.3093 5.0308 3.9428 -0.396 -1.861 -0.616
C -1.7240 -0.8445 -5.5635 -0.452 0.478 -0.473
C -6.3522 0.5214 -0.1053 0.108 -0.537 -0.296
C 0.4010 0.4340 1.7173 -0.436 1.205 -0.726
C 0.2317 -0.5342 0.6504 -1.641 1.729 -0.073
C 4.3878 0.5666 0.6050 0.021 0.061 -1.402
C 1.7992 6.1624 -1.4537 0.211 0.044 -0.326
C -0.4809 -5.3094 -0.7781 2.227 0.973 -0.036
C 3.3463 1.4287 -3.3123 -0.360 0.634 0.101
C 3.2743 -3.9983 0.3571 0.648 0.004 -0.321
C 5.0412 0.8309 2.7303 0.963 1.294 -0.593
C 1.6925 5.5348 5.1901 2.640 -2.412 0.377
C 1.8857 3.7579 3.7620 -0.538 0.741 -0.001
C -1.1742 -4.3448 -0.0578 2.652 -0.042 -0.243
C -4.5656 -1.3200 -0.1229 -1.114 0.140 0.173
C 2.7060 4.5659 0.4811 -1.101 0.864 -0.406
C -0.1268 -4.8382 4.6966 0.467 0.319 0.267
C -1.1151 -2.3744 4.1823 1.154 -1.853 0.676
C 3.1872 -1.4746 -2.5747 0.273 -0.477 0.979
C -0.6556 0.0877 -0.2422 -0.044 -0.402 0.691
H -5.5590 4.2453 -0.8429 -0.091 -0.618 0.066
H 0.1483 -4.8001 5.7506 0.162 -0.045 -0.044
H -2.3113 -3.5745 2.9252 -0.390 -0.185 -0.014
H -4.0560 -0.7999 -0.9340 0.042 -0.078 -0.073
H -1.3889 -0.0316 -4.9193 0.008 0.066 0.035
H 5.8914 2.0882 1.1619 0.041 -0.122 -0.035
H 3.0775 2.5957 5.0819 0.113 0.262 -0.294
H 1.2289 1.3955 -2.9110 0.257 0.401 -0.111
H -3.3755 -6.3581 -1.2106 -0.332 0.294 -0.230
H -3.1361 -1.3664 -4.1271 -0.049 -0.270 0.317
H 3.3113 -1.8952 -3.5726 -0.651 0.452 -0.321
H 4.2011 -1.2070 -2.2773 -0.022 0.370 0.097
H 1.8096 3.9498 0.4108 0.015 -0.463 0.734
H 3.8069 -0.6212 3.4861 -0.173 -0.179 -0.403
H 4.7421 -2.9842 -0.8303 0.284 -0.051 0.096
H -0.4103 2.6115 1.7480 0.188 -0.270 0.554
H 1.1471 -0.8489 -2.2849 0.014 -0.194 0.368
H 0.5692 5.4196 3.2591 0.196 0.202 0.015
H -2.0423 -5.6363 3.9529 0.329 0.047 -0.270
H 3.0229 -1.1251 1.0810 -0.021 0.245 0.208
H -6.0286 5.0894 -4.6268 -0.325 0.004 0.618
H -4.5236 5.9519 -4.4848 0.144 -0.243 -0.597
H -1.1362 -0.2466 -1.1497 0.131 -0.264 0.046
H -4.5551 -2.3866 -0.3471 0.060 0.018 -0.059
H 6.4332 -4.9929 0.0800 -0.145 0.242 -0.378
H -0.6908 -3.0559 -4.8066 0.146 -0.425 0.110
H -0.7251 -3.4950 0.4347 0.146 -0.200 0.102
H -6.6997 -1.3678 0.5941 0.342 -0.053 0.491
H -2.9047 -1.6004 1.2451 0.116 0.160 -0.091
H 0.9327 0.3902 2.6563 0.345 -0.327 -0.254
H 2.4612 -5.5594 1.4973 0.328 0.079 0.119
H 2.3618 7.0112 -1.8426 -0.013 0.134 0.347
H 0.5228 -1.5675 0.5324 0.366 0.188 0.323
H -3.0697 -2.4955 -5.4470 0.155 -0.198 0.020
H -1.0860 -1.5412 3.4802 -0.208 -0.060 0.117
H 3.0043 4.8931 -2.9111 0.158 0.707 0.139
H 0.3527 -5.7029 4.2379 0.019 0.203 -0.101
H 3.2039 4.5733 6.5875 -0.015 -0.159 -0.046
H 2.9191 -2.3170 -1.9371 0.163 -0.216 -0.037
H 0.7513 6.3134 -1.7129 0.053 -0.257 -0.038
H -0.8470 -1.2142 -6.0949 -0.114 -0.101 -0.180
H -4.4220 -1.2910 2.0783 -0.171 -0.132 -0.039
H -1.1083 -2.0947 5.2358 0.120 0.558 -0.103
H 3.2957 4.4360 1.3886 -0.202 0.014 -0.164
H -1.7590 -3.6606 -3.5153 -0.174 0.188 -0.005
H 2.4710 -3.2766 0.3708 -0.195 -0.420 -0.025
H -4.5822 4.1535 -4.3990 0.326 0.121 -0.419
H -1.7285 1.8723 -0.2224 0.255 0.227 -0.032
H 1.6872 4.1200 -2.2357 -0.273 -0.217 0.524
H 1.8191 0.4170 -4.2580 -0.133 -0.138 -0.028
H -3.6209 0.0315 1.2534 0.209 -0.019 0.140
H 1.6573 2.9742 3.0549 0.205 0.200 -0.159
H 5.5600 1.1093 3.6357 -0.244 -0.057 0.013
H -3.1196 -3.1381 4.4575 -0.009 -0.282 -0.054
H 2.2991 0.0576 -1.2844 0.003 -0.443 0.179
H 4.4118 0.6740 -0.4693 -0.290 -0.103 -0.008
H 4.3425 4.8176 -1.0232 0.013 0.558 0.610
H 0.5762 -5.3003 -0.9992 0.034 -0.191 0.089
H -3.2683 -4.0187 0.3101 -0.352 -0.518 -0.265
H 3.6282 3.3120 -0.9671 -0.326 -0.212 -0.035
H -1.1689 -6.9519 -2.0156 0.133 0.326 0.323
H 1.4826 6.5137 5.5952 0.083 -0.242 0.160
H -5.7232 6.0071 -2.4124 -0.093 -0.077 0.658
H -0.8311 -2.1421 -3.3444 -0.074 -0.054 0.263
H -6.1963 3.4338 -2.3279 -0.138 -0.023 0.339
H 4.8724 -6.6307 1.4525 -0.394 0.081 0.114
H -4.0425 5.5702 -2.2841 0.111 0.053 -0.276
H -6.5627 -1.3532 -1.0651 0.215 0.457 -0.422
H -2.1070 -5.0388 5.5351 0.178 0.290 0.194
```
Positions in Å, forces in eV/Å.

Summary:
- electronic energy (eV) = -90013.2562
- LUMO level (eV) = 0.2
- HOMO level (eV) = -7.60
- Kohn-Sham gap (eV) = 7.76
- 2S+1 = 1

Entry from the OMol25 dataset: a cluster of 5 separate species, CH11NO4 in total (the ωB97M-V functional and the def2-TZVPD basis).

The geometry in XYZ format:
```
17
Properties=species:S:1:pos:R:3:forces:R:3
O 0.5272 -1.1469 2.6364 -0.129 -0.648 -0.221
O 2.9662 1.0263 0.1478 -0.229 0.091 -0.202
O 0.9226 1.8324 4.1243 -0.066 0.067 -0.625
O 2.4557 -1.6965 -0.9151 0.038 0.177 -0.139
N -4.8608 -0.2967 -3.9200 2.922 0.049 -0.164
C -3.8514 0.2469 -3.3193 -2.695 0.627 0.868
H -4.4817 -0.2894 -4.8841 -1.296 -0.011 -0.140
H 2.3779 -1.9461 -1.8387 -0.030 -0.190 -0.079
H 2.5928 -0.7392 -0.9487 -0.159 0.018 0.323
H -3.9262 0.3688 -2.2224 0.319 -0.176 -0.477
H 0.5701 1.3233 3.3789 0.020 -0.291 0.380
H 0.4697 -2.0120 3.0677 0.079 0.395 0.356
H 3.8726 0.7154 0.1224 0.231 0.014 0.213
H 0.4366 -1.4275 1.7177 0.106 0.382 -0.229
H 1.1007 2.6848 3.7127 0.049 0.128 0.248
H 2.7196 1.0648 1.0786 0.090 -0.143 -0.026
H -3.1516 0.8879 -3.8423 0.751 -0.487 -0.086
```
Positions in Å, forces in eV/Å.

Summary:
- electronic energy (eV) = -10894.3022
- LUMO level (eV) = 0.4
- energy relative to the best compared isomer or geometry (same formula, charge and spin) (kcal/mol) = 39.7
- HOMO level (eV) = -10.63
- Kohn-Sham gap (eV) = 11.07
- 2S+1 = 1

Which value of electronic energy does entry 2 give? -90013.2562 eV